Computed, not measured: a structure of composition C35H43ClN2Si2Zr, with ωB97M-V/def2-TZVPD.

```
84
Properties=species:S:1:pos:R:3:forces:R:3
C 4.070283 -0.677598 1.729216 0.146 1.342 0.939
C 3.316502 0.337951 1.019608 0.757 0.679 1.591
C 2.064709 0.507142 1.716682 0.920 0.731 0.826
H 3.702411 1.023969 0.250383 -0.286 -0.693 0.217
C 2.031429 -0.398991 2.822797 0.554 0.575 0.051
C 3.262760 -1.134482 2.842947 0.406 1.131 -0.336
H 3.564522 -1.833805 3.625952 -0.178 0.278 -0.499
H 5.100876 -0.975406 1.497837 -0.606 0.054 0.106
H 1.373697 1.349092 1.570435 0.196 -0.906 -0.123
H 1.214876 -0.473255 3.557527 0.303 -0.068 -0.537
Zr 2.224656 -1.671425 0.785879 -3.696 -3.286 -2.721
Si -1.905167 2.946391 -0.244343 -3.506 -0.019 -0.841
C -2.516189 3.025546 -2.023467 1.052 0.165 -0.473
C -3.772624 2.576995 -2.516855 0.389 0.256 -0.102
H -4.517920 2.120912 -1.845945 0.468 0.285 -0.300
C -4.070149 2.741755 -3.882165 0.087 -0.178 0.588
H -5.064490 2.474560 -4.250785 0.398 -0.035 0.145
C -3.114382 3.247839 -4.771844 0.286 0.279 0.406
H -3.338663 3.334164 -5.837874 0.048 -0.043 0.389
C -1.884495 3.698823 -4.277932 -0.094 0.157 -0.157
H -1.147317 4.145604 -4.949086 -0.279 -0.156 0.146
C -1.603377 3.619429 -2.912794 -0.305 -0.275 -0.205
H -0.663996 4.019964 -2.514688 -0.216 -0.176 -0.329
C -3.543005 3.323890 0.600169 -0.190 -0.143 1.028
C -3.962692 4.641645 0.298501 -0.022 -0.391 0.369
H -3.340760 5.281776 -0.342784 -0.379 -0.169 0.231
C -5.164436 5.126666 0.820209 0.009 -0.142 0.133
H -5.478928 6.138210 0.568718 0.028 -0.221 0.086
C -5.947635 4.332296 1.673762 0.634 -0.034 -0.364
H -6.857580 4.737850 2.106883 0.128 -0.096 -0.101
C -5.539420 3.029192 1.969433 0.229 0.017 -0.186
H -6.136583 2.419094 2.646786 0.121 0.092 -0.240
C -4.356452 2.508841 1.420854 0.184 0.471 -0.140
H -4.061934 1.468286 1.634476 -0.168 0.683 -0.092
H -0.786321 3.769949 0.322156 0.059 -0.582 -0.512
Si -2.585507 -0.466122 -0.110908 1.861 3.067 0.312
C -2.010453 -0.170779 1.683404 0.612 -1.186 0.156
C -1.363852 0.930572 2.276964 -0.344 -0.293 -0.047
H -1.008179 1.787618 1.689951 -0.447 -0.095 0.029
C -1.133086 0.997677 3.651400 0.203 0.023 -0.025
H -0.754406 1.932355 4.077899 0.027 -0.418 -0.086
C -1.422590 -0.096469 4.468616 -0.253 0.076 -0.252
H -1.247784 -0.038864 5.539835 -0.081 -0.034 -0.165
C -1.986035 -1.240155 3.890736 0.080 -0.121 0.277
H -2.222998 -2.104490 4.517011 0.112 0.271 -0.187
C -2.266611 -1.279788 2.530010 0.197 0.531 -0.028
H -2.655017 -2.191239 2.073787 -0.109 0.178 0.303
C -1.115531 0.152669 -1.319242 0.191 -1.651 0.134
C 0.022075 1.000544 -1.130195 -0.004 -0.300 0.320
H 0.339930 1.329614 -0.129492 -0.572 -0.004 -0.387
C 0.870098 1.370588 -2.191269 -0.083 -0.283 -0.043
H 1.741502 2.023804 -2.023630 -0.482 -0.308 0.065
C 0.623156 0.893561 -3.476305 -0.198 0.227 -0.046
H 1.276191 1.184466 -4.302820 -0.337 -0.004 0.208
C -0.471921 0.040815 -3.692836 0.174 0.027 0.239
H -0.710847 -0.263755 -4.718208 0.186 -0.163 0.478
C -1.247614 -0.401118 -2.611092 0.177 0.412 -0.451
H -1.959374 -1.219724 -2.776021 -0.042 0.590 -0.070
H -2.982282 -1.884798 -0.211743 0.187 -0.007 -0.330
Cl 0.029695 -2.456022 0.072040 1.164 0.253 0.561
C 2.634841 -1.419317 -2.249417 -0.201 0.336 -0.441
N 3.284120 -2.208174 -1.185060 0.490 -0.363 0.322
C 4.755688 -2.058725 -1.251620 0.368 -0.037 -0.112
C 3.005332 -3.678072 -1.319771 -0.021 0.073 -0.203
C 3.482080 -4.406674 -0.072565 -0.037 -0.445 -0.017
N 3.071092 -3.779088 1.240829 0.307 -0.023 0.096
C 1.994455 -4.624916 1.835057 -0.362 -0.448 -0.051
C 4.204339 -4.006582 2.184916 0.286 -0.241 -0.331
H 2.975157 -0.377693 -2.193346 -0.105 -0.289 0.077
H 2.871031 -1.784350 -3.264061 0.015 -0.104 0.414
H 1.550136 -1.444939 -2.104209 0.069 0.038 -0.165
H 5.106204 -2.552848 -2.170999 0.071 0.321 0.182
H 5.041954 -1.003504 -1.256900 -0.087 -0.192 -0.021
H 5.233070 -2.562930 -0.401196 -0.110 0.279 -0.250
H 1.949522 -3.844289 -1.541618 0.031 0.174 0.201
H 3.582090 -4.057561 -2.181065 -0.236 0.066 0.219
H 3.093065 -5.430483 -0.054669 0.118 0.141 -0.303
H 4.571327 -4.498346 -0.087534 -0.192 0.119 0.062
H 2.384563 -5.651560 1.812487 -0.374 0.105 0.197
H 1.825049 -4.352503 2.879092 -0.092 0.132 -0.161
H 1.065893 -4.568693 1.266554 0.166 0.002 0.072
H 4.361162 -5.087363 2.149917 0.429 0.084 0.304
H 5.122192 -3.491787 1.883349 -0.258 -0.022 -0.014
H 3.924871 -3.723432 3.193293 0.031 -0.076 -0.034
```
Forces are in eV/Å.

## Properties
LUMO level (alpha / beta): -7.561 / -7.681 eV
M: 674.592 g/mol
Frontier orbital gap (alpha / beta): 2.85 / 2.85 eV
Energy above the lowest of the compared OMol25 structures with the same formula, charge and spin: 22.44 kcal per mole
Electronic energy: -2554.5815 hartree
Total charge: +2